170
Properties=species:S:1:pos:R:3:forces:R:3 method="wB97M-V/def2-TZVPD" total_charge=+1 gap_ev=5.94 spin_multiplicity=1 lumo_ev=-3.3 e_homo_ev=-9.21 e_tot_ev=-101937.085
C -0.77943 4.62012 4.18782 -1.1 0.3 -0.3
C -1.37198 3.25243 3.58273 -0.9 0.3 2.1
N -2.16913 3.60653 2.37132 1.0 0.2 0.3
N -2.29819 2.55915 1.46580 -1.6 -0.8 -2.0
C -3.68789 2.07278 1.31379 -0.3 -1.2 0.4
Cl -4.27313 1.56045 3.00997 0.4 0.5 -1.3
C -3.73324 0.71514 0.43934 -0.2 0.2 3.1
C -5.14151 -0.04152 0.45276 0.0 0.0 -1.4
C -6.37628 0.77688 -0.17023 -1.0 -2.7 -0.4
C -7.30561 -0.33387 -0.92613 -0.4 0.7 0.5
O -7.20858 1.32156 0.87449 1.1 1.3 -1.6
C -7.17637 2.76496 0.93028 -0.7 1.7 1.7
C -8.60061 3.47606 0.85897 -3.6 1.9 -0.7
C -8.97335 4.32208 -0.41515 -1.6 -0.2 1.9
C -10.29510 5.09379 -0.58865 0.6 -1.8 3.3
C -11.34920 5.06671 0.57205 3.6 -2.0 0.0
C -11.02392 4.22067 1.82516 2.1 0.3 -2.3
C -9.66832 3.44177 1.97952 -0.6 1.8 -2.7
N -3.26627 1.12006 -0.94227 -0.6 -1.8 -0.4
C -1.89295 1.70139 -0.97604 3.6 0.0 -0.2
O -1.01663 0.59785 -0.57850 -1.6 0.5 -0.7
C -1.37540 2.11577 -2.44433 0.0 0.5 -1.0
C -1.65300 1.00239 -3.57225 0.7 -0.5 0.6
C -0.56534 1.02551 -4.76678 -1.3 -0.3 -0.9
F 0.15843 2.23483 -4.84882 -1.4 -3.1 0.4
F 0.27080 -0.12628 -4.66207 -1.4 3.3 -0.4
F -1.29846 0.91407 -5.98549 2.0 0.1 2.5
C -1.63034 2.87538 0.14021 0.4 -0.4 0.5
C -1.98977 4.32776 -0.41656 0.1 1.4 -0.6
C -3.47824 4.51774 -0.95522 -1.1 -1.0 -2.6
O -3.96298 4.09895 -2.02606 2.1 0.9 3.8
I -4.84764 5.73102 0.28986 0.8 -0.4 -0.4
O -0.20204 2.68123 0.42643 -1.8 2.1 -0.8
C 0.52830 3.90190 0.61966 2.9 1.1 0.6
C 2.01121 3.48166 1.16325 0.4 -0.2 -0.3
C 2.19320 3.70055 2.73788 0.3 -0.6 0.3
C 3.15375 4.21026 0.27841 0.5 -0.2 0.2
C 3.16709 3.68397 -1.27053 -0.7 1.7 0.7
C 4.64589 3.99520 0.82906 0.2 0.6 -0.9
H 0.25303 4.52605 4.66186 -1.6 0.1 -0.7
H -0.80022 5.39595 3.33020 0.5 -1.2 1.4
H -1.55739 5.01320 4.94844 1.5 -0.6 -1.0
H -2.12346 2.85386 4.37072 1.4 0.3 -1.1
H -0.61298 2.41914 3.43053 -1.0 1.3 -0.4
H -3.06354 4.06153 2.59559 0.5 -0.4 -0.1
H -4.45536 2.84126 0.96087 0.9 -0.9 0.4
H -2.98382 0.00147 0.95531 -0.8 1.3 -1.3
H -5.00756 -0.98017 -0.21432 0.0 1.4 1.0
H -5.44084 -0.44686 1.48105 0.7 0.9 -1.4
H -6.08451 1.51874 -0.99304 -0.3 -0.5 1.3
H -6.67421 -1.00735 -1.60082 -1.0 1.0 0.8
H -7.87030 -0.97646 -0.14880 1.2 1.0 -1.1
H -8.12492 0.23978 -1.49116 1.3 -1.0 0.6
H -6.50698 3.27251 0.15884 -0.9 -1.0 0.7
H -6.73182 3.04200 1.96496 -0.6 -0.4 -1.5
H -8.19340 4.36793 -1.26289 -1.4 -0.1 1.5
H -10.50322 5.69508 -1.54787 0.4 -1.1 1.8
H -12.31343 5.67194 0.44350 1.6 -1.2 0.4
H -11.77991 4.16653 2.69120 1.4 0.1 -1.6
H -9.49069 2.86183 2.95339 -0.3 1.0 -1.7
H -3.21580 0.22160 -1.47952 0.1 0.8 0.2
H -4.00608 1.67756 -1.40332 0.5 0.3 0.2
H -0.32661 0.45629 -1.26035 -0.5 0.3 0.6
H -1.78711 3.10249 -2.83312 0.4 -1.3 0.8
H -0.22703 2.25126 -2.39525 -1.9 -0.2 0.4
H -1.52083 -0.02092 -3.06402 -0.3 1.3 -1.0
H -2.69366 1.05657 -4.03986 1.5 0.1 0.6
H -1.29247 4.60323 -1.29894 -1.2 -0.6 1.3
H -1.83975 5.18280 0.34499 -0.2 -1.9 -0.9
H 0.74714 4.50074 -0.34899 -0.8 -1.1 1.2
H 0.09895 4.63489 1.38284 0.1 -1.3 -1.0
H 2.13521 2.35660 0.96789 -0.3 1.5 0.2
H 1.49592 2.96752 3.29786 1.0 1.4 -0.8
H 3.25485 3.41617 3.09696 -1.7 0.4 -0.8
H 2.02884 4.77747 3.09115 0.0 -1.5 -0.7
H 2.95385 5.34250 0.29813 0.2 -1.6 -0.1
H 4.09896 3.07806 -1.51625 -1.5 0.6 0.4
H 3.16864 4.64947 -1.90677 0.1 -1.8 0.7
H 2.18107 3.13840 -1.45205 1.5 0.4 -0.1
H 5.32106 4.70875 0.21522 -1.0 -1.1 1.0
H 5.00315 2.93895 0.55908 -0.5 1.4 0.8
H 4.80661 4.27902 1.91974 -0.3 -0.6 -1.4
C 0.34646 -5.94532 -0.71609 0.1 0.1 0.0
C -0.43909 -5.16121 -1.76139 0.1 -0.1 0.1
N -0.54888 -3.73690 -1.46362 -0.4 0.5 0.1
C -1.53577 -3.04780 -2.28798 -0.1 -0.4 0.0
C -1.28093 -2.97668 -3.79269 -0.1 0.3 -0.2
C 0.70503 -3.01971 -1.26303 0.3 -0.2 0.2
C 1.72948 -3.04548 -2.39792 0.2 0.2 -0.1
H -0.06498 -5.78846 0.28511 0.0 0.0 -0.1
H 0.29321 -7.01414 -0.93617 0.0 0.1 0.0
H 1.40310 -5.66648 -0.70673 -0.1 0.0 0.0
H -1.44525 -5.59300 -1.79192 0.0 0.3 -0.1
H 0.00746 -5.33868 -2.74737 0.0 -0.1 -0.1
H -1.67852 -2.02841 -1.90459 0.2 0.0 0.2
H -2.50434 -3.53986 -2.13398 0.1 -0.1 0.1
H -0.49831 -2.25785 -4.03505 0.0 -0.2 0.0
H -2.18938 -2.63891 -4.30268 0.0 -0.1 0.0
H -1.01270 -3.94544 -4.21744 0.0 0.1 0.1
H 1.18823 -3.41868 -0.36453 -0.1 -0.1 -0.1
H 0.49074 -1.97493 -1.00563 -0.2 -0.1 -0.1
H 1.86948 -4.04545 -2.81193 0.0 0.0 0.0
H 2.70149 -2.71227 -2.02110 -0.1 0.0 0.0
H 1.45423 -2.36838 -3.20749 0.0 -0.1 -0.1
C 5.18377 4.52366 -4.52155 0.1 0.0 -0.1
C 4.30886 3.32178 -4.86147 0.1 0.2 -0.1
N 3.91073 3.26576 -6.26297 -0.4 0.0 -0.2
C 2.84515 2.30067 -6.52400 -0.2 0.2 0.2
C 3.15174 0.82378 -6.28307 -0.1 -0.3 -0.1
C 4.99094 3.28279 -7.24285 0.3 0.3 0.0
C 6.05136 2.18504 -7.15214 0.1 -0.1 -0.2
H 4.70486 5.45841 -4.82696 0.0 -0.1 0.0
H 5.34918 4.56849 -3.44210 0.0 0.0 -0.1
H 6.16426 4.46197 -4.99956 -0.1 0.0 0.0
H 3.40762 3.40014 -4.24269 -0.1 -0.2 -0.2
H 4.82608 2.40628 -4.54689 0.1 -0.1 0.1
H 2.48882 2.42354 -7.55283 0.2 0.1 0.0
H 1.98637 2.57191 -5.89965 0.4 0.1 -0.1
H 3.78964 0.41103 -7.06552 0.0 0.0 0.1
H 2.22078 0.24870 -6.29921 0.1 0.0 0.0
H 3.62443 0.64802 -5.31430 0.0 0.0 0.0
H 5.50125 4.24991 -7.17418 -0.1 0.0 0.1
H 4.56678 3.27960 -8.25323 -0.2 -0.1 0.2
H 6.40188 2.02545 -6.13063 0.0 0.0 0.0
H 6.92183 2.46674 -7.75259 -0.1 0.0 0.1
H 5.68689 1.23667 -7.54774 0.0 0.0 0.1
C 2.59247 1.92609 8.63879 0.0 -0.1 0.0
C 1.79870 1.55110 7.39202 0.1 -0.1 0.1
N 2.23963 0.30808 6.76965 0.1 -0.1 -0.4
C 1.69230 0.10506 5.43152 0.2 0.2 0.0
C 0.17966 -0.06353 5.30106 -0.2 -0.1 -0.2
C 2.25215 -0.87371 7.62428 0.2 0.0 0.3
C 0.93937 -1.28193 8.29339 -0.1 -0.2 0.1
H 3.66522 1.95632 8.42835 -0.1 -0.1 0.0
H 2.29074 2.91713 8.98613 0.0 -0.1 0.0
H 2.41768 1.22567 9.45892 0.0 0.1 0.0
H 1.92937 2.36920 6.67467 0.0 -0.2 -0.2
H 0.73135 1.52455 7.64576 -0.1 0.1 0.1
H 2.18473 -0.75591 4.96602 0.0 0.0 0.2
H 1.99002 0.96194 4.81357 0.0 0.1 0.2
H -0.14790 -1.04673 5.64110 0.0 0.1 0.0
H -0.10854 0.01834 4.24753 0.0 0.0 0.0
H -0.37460 0.70148 5.84925 0.0 0.0 0.0
H 2.99746 -0.71929 8.41218 -0.1 0.1 -0.1
H 2.63955 -1.72872 7.05870 -0.1 0.2 -0.2
H 0.41714 -0.43448 8.74149 0.0 0.0 0.0
H 1.14473 -1.99664 9.09622 0.0 0.1 -0.1
H 0.26507 -1.77646 7.59354 -0.1 0.1 0.1
C 3.59145 -7.50421 1.74153 -0.1 0.0 0.0
C 4.60108 -8.48249 1.14978 -0.2 0.0 0.1
N 4.11424 -9.85626 1.07664 0.1 -0.3 0.1
C 5.16799 -10.82924 0.79638 0.1 0.0 0.2
C 5.88021 -10.73584 -0.55144 0.1 -0.2 -0.2
C 2.86611 -10.06448 0.35089 -0.2 0.2 0.2
C 2.80866 -9.61219 -1.10859 -0.1 -0.1 -0.2
H 3.24103 -7.84409 2.72024 0.0 0.0 -0.1
H 4.05774 -6.52472 1.87399 0.0 -0.1 0.0
H 2.72524 -7.36790 1.08886 0.0 0.0 0.1
H 5.48372 -8.45676 1.79769 0.0 -0.3 -0.1
H 4.92193 -8.11059 0.16849 0.1 0.1 -0.1
H 4.76574 -11.84150 0.91365 -0.2 0.2 0.0
H 5.92579 -10.73937 1.58423 -0.1 0.1 0.0
H 5.25308 -11.10142 -1.36570 0.0 0.1 0.0
H 6.77607 -11.36405 -0.53672 -0.1 0.1 0.0
H 6.20164 -9.71861 -0.78418 0.0 0.0 0.0
H 2.06334 -9.55264 0.89374 0.1 0.1 0.0
H 2.58610 -11.12267 0.40265 0.3 0.0 0.1
H 3.22838 -8.61479 -1.25408 0.0 0.0 0.0
H 1.76589 -9.57607 -1.44017 0.1 0.0 0.0
H 3.32712 -10.30819 -1.76837 0.0 0.1 0.0